# 1
This record from OMol25 describes a molecular structure, C44H54F5N8OS3SiW. The level of theory is ωB97M-V/def2-TZVPD.

Geometry (Å):
W1 -0.75918 -1.16111 0.49368
F1 1.63824 -0.88571 -5.91273
C1 1.02244 -0.41498 -4.81861
C2 -0.28757 -0.71677 -4.43980
F2 -1.07490 -1.44822 -5.29579
C3 -0.80699 -0.25556 -3.22764
F3 -2.08360 -0.47170 -2.96293
C4 -0.05976 0.48563 -2.32425
S1 -0.72448 1.02354 -0.73771
C5 1.21654 0.84029 -2.73498
F4 1.96095 1.62743 -1.95758
C6 1.74228 0.37819 -3.90752
F5 3.01209 0.73422 -4.10168
S2 1.13237 -2.06991 -0.71511
C7 0.59074 -3.76406 -0.88808
N1 1.57116 -4.73921 -1.04026
C8 1.17801 -6.13704 -1.07085
C9 -0.19918 -6.31925 -1.70125
N2 -1.13948 -5.39207 -1.17436
C10 -2.54118 -5.82210 -1.45005
C11 -2.78337 -6.13883 -2.95750
C12 -3.73490 -7.10357 -3.28151
C13 -3.88801 -7.54000 -4.63432
C14 -3.07280 -6.94082 -5.57067
C15 -2.19383 -5.86404 -5.28381
C16 -2.09556 -5.45537 -3.96577
C17 -0.69479 -4.07083 -0.95959
S3 -1.87149 -2.86509 -0.59484
C18 3.01221 -4.48355 -1.09864
C19 3.51365 -4.32275 -2.49619
C20 4.66959 -5.05843 -2.82017
C21 5.37405 -4.76190 -3.96083
C22 4.92092 -3.82703 -4.86064
C23 3.72000 -3.13304 -4.55736
C24 2.99591 -3.37817 -3.37639
H1 1.02351 -6.45521 -0.04796
H2 1.86826 -6.76825 -1.66037
H3 -0.49839 -7.30273 -1.39544
H4 -0.06719 -6.35934 -2.77983
H5 -3.25278 -5.08655 -1.14339
H6 -2.64008 -6.67001 -0.81566
H7 -4.31966 -7.57165 -2.55514
H8 -4.65626 -8.28134 -4.88730
H9 -3.13935 -7.29541 -6.60435
H10 -1.62947 -5.41604 -6.13266
H11 -1.40415 -4.62804 -3.66883
H12 3.59436 -5.33199 -0.70446
H13 3.26663 -3.52498 -0.59976
H14 5.01858 -5.77371 -2.07985
H15 6.37212 -5.20117 -4.08706
H16 5.40032 -3.63586 -5.77141
H17 3.31202 -2.42317 -5.24096
H18 2.12500 -2.85419 -3.08101
N3 -0.06292 0.16684 2.00433
C25 0.21328 0.92575 2.84563
N4 0.41084 1.83887 3.73036
C26 1.32582 1.76524 4.67928
N5 2.10041 1.90273 5.52306
C27 -5.33134 -0.24197 2.68201
C28 -5.10670 -0.04928 1.31920
C29 -3.81930 -0.25384 0.80789
N6 -2.80032 -0.76495 1.50070
C30 -3.03952 -0.96461 2.82960
C31 -4.26682 -0.72229 3.44720
H19 -6.28517 0.05615 3.11933
H20 -5.89292 0.36493 0.70736
H21 -3.73259 -0.06796 -0.25002
H22 -2.20242 -1.29135 3.39507
H23 -4.35667 -0.71024 4.52099
N7 -0.14117 -3.55168 4.05830
C32 0.13293 -2.97233 2.85183
N8 1.37469 -2.84985 2.40421
O1 -0.83990 -2.46033 2.18422
H24 0.66655 -3.94973 4.50338
H25 -1.06307 -3.87512 4.14369
H26 2.14673 -3.46675 2.62326
H27 1.53013 -2.32076 1.54536
C33 -1.33479 7.17718 4.29540
C34 -0.11265 6.32768 3.90336
C35 1.13071 6.71084 4.78574
C36 -0.33964 4.80061 4.23093
Si1 0.34753 5.79949 2.14322
C37 2.16160 5.32973 1.70997
C38 2.96733 4.81332 2.86086
C39 2.08739 4.24968 0.57360
C40 2.96063 6.53602 1.14674
C41 -1.00566 6.03355 0.80290
C42 -0.50493 5.90628 -0.63990
C43 -2.05388 4.93615 1.07727
C44 -1.43272 7.48675 1.06235
H28 -1.25652 8.23720 3.93732
H29 -1.34234 7.21596 5.39814
H30 -2.31738 6.78873 4.01203
H31 0.69643 7.02626 5.72873
H32 1.57798 7.55495 4.27050
H33 1.80456 5.89354 5.08002
H34 -1.33815 4.45207 4.08778
H35 -0.12264 4.78059 5.31720
H36 0.21126 4.01076 3.57668
H37 2.46038 4.03588 3.35717
H38 3.22862 5.53614 3.61687
H39 3.95371 4.52242 2.51726
H40 1.58418 3.31645 0.86176
H41 3.13822 4.01259 0.34043
H42 1.66539 4.63684 -0.33218
H43 3.91122 6.16738 0.87779
H44 3.03238 7.28213 1.94941
H45 2.46992 7.07512 0.37154
H46 -0.32929 4.88361 -0.86175
H47 0.47991 6.45211 -0.88543
H48 -1.19114 6.27972 -1.34793
H49 -1.86728 3.97249 0.57714
H50 -3.08833 5.18162 0.72594
H51 -2.22177 4.73800 2.14760
H52 -0.52335 8.14946 0.82604
H53 -1.86116 7.63491 2.03153
H54 -2.21982 7.57974 0.33093

The energy above the lowest of the compared OMol25 structures with the same formula, charge and spin is 3.1 kcal per mole. For the HOMO energy (alpha / beta), the calculation gives -8.48 / -8.86 eV. Its spin multiplicity is 3. Its charge is +1. The value obtained for the HOMO-LUMO gap (alpha / beta) is 5.35 / 5.73 eV. Its expectation value of S² is 2.469.



# 2
This record from OMol25 describes a molecular structure, C44H55BN7P2S2Si2W. The level of theory is ωB97M-V/def2-TZVPD.

Geometry (Å):
W1 0.52853 -0.59740 -0.35829
C1 -1.33834 -3.60876 3.10798
Si1 -0.26375 -3.44641 1.60853
C2 -0.91314 -4.57792 0.28736
C3 1.52743 -3.78920 1.96367
N1 -0.37150 -1.66298 0.97225
P1 -1.20395 -0.34296 1.68099
C4 -0.35567 0.86015 0.77650
P2 -0.61088 1.90098 -0.56990
N2 -0.15881 0.78895 -1.70586
Si2 -0.11072 1.27216 -3.51195
C5 -0.28003 3.12567 -3.62826
C6 -1.61224 0.40560 -4.22916
C7 1.43842 0.81186 -4.42013
C8 0.55031 3.26155 -0.62114
C9 1.86674 3.03687 -1.01875
C10 2.74962 4.10068 -1.10435
C11 2.33179 5.38762 -0.78464
C12 1.02471 5.61081 -0.37704
C13 0.13075 4.55229 -0.30261
C14 -2.28259 2.51702 -0.56176
C15 -2.78047 2.93180 0.67593
C16 -4.06262 3.44624 0.76958
C17 -4.85860 3.53161 -0.36554
C18 -4.37284 3.10868 -1.59498
C19 -3.08354 2.60821 -1.69865
C20 -0.84773 -0.18876 3.42528
C21 0.26044 -0.79361 4.01511
C22 0.57776 -0.52265 5.33585
C23 -0.19844 0.36386 6.07112
C24 -1.29817 0.97630 5.48638
C25 -1.62698 0.70199 4.16850
C26 -2.96839 -0.50804 1.46110
C27 -3.59055 -0.21162 0.24673
C28 -4.95255 -0.40155 0.09358
C29 -5.70747 -0.89910 1.14862
C30 -5.09755 -1.21531 2.35427
C31 -3.73490 -1.02056 2.51512
H1 -1.24994 -4.66106 3.39557
H2 -2.39181 -3.44227 2.88204
H3 -1.05186 -3.01158 3.96976
H4 -0.78243 -5.58381 0.69528
H5 -0.37249 -4.54348 -0.65878
H6 -1.97486 -4.45702 0.08858
H7 1.61902 -4.86913 2.10037
H8 1.90007 -3.31396 2.86882
H9 2.19840 -3.50905 1.14939
H10 -0.96281 3.63749 -2.95335
H11 -0.64381 3.30178 -4.64434
H12 0.69595 3.60381 -3.53856
H13 -2.20008 1.09944 -4.83007
H14 -2.27237 -0.00989 -3.46496
H15 -1.31855 -0.40732 -4.88920
H16 2.34933 1.17744 -3.94769
H17 1.35412 1.34267 -5.37423
H18 1.55715 -0.24136 -4.65777
H19 2.22434 2.04912 -1.31369
H20 3.76099 3.92638 -1.44395
H21 3.01877 6.21807 -0.86923
H22 0.69330 6.61070 -0.13673
H23 -0.89433 4.75415 -0.02207
H24 -2.16938 2.86162 1.56996
H25 -4.44278 3.77872 1.72517
H26 -5.86007 3.93204 -0.29238
H27 -4.99559 3.17567 -2.47590
H28 -2.72457 2.27835 -2.66384
H29 0.87123 -1.49153 3.46161
H30 1.42644 -1.00952 5.79584
H31 0.04573 0.56807 7.10385
H32 -1.90922 1.65990 6.05928
H33 -2.49247 1.18685 3.73227
H34 -3.02243 0.16169 -0.59797
H35 -5.42616 -0.15550 -0.84673
H36 -6.77283 -1.04069 1.03147
H37 -5.68291 -1.60416 3.17512
H38 -3.28106 -1.25625 3.46793
C32 2.74710 -4.09320 -1.73354
N3 3.71421 -3.15071 -1.19259
C33 4.92441 -3.49024 -0.63408
C34 5.56420 -2.32740 -0.34854
N4 4.75215 -1.28943 -0.72781
B1 5.16484 0.21381 -0.79107
N5 4.44152 1.01664 0.37807
C35 4.97766 2.21092 0.77557
C36 4.18751 2.73641 1.74573
N6 3.16564 1.85429 1.94165
C37 2.12693 2.01412 2.95196
C38 3.33459 0.80995 1.09505
S1 2.35121 -0.63773 1.24289
C39 3.63534 -1.81037 -1.22926
S2 2.37179 -0.86359 -1.95519
H39 3.03944 -5.09297 -1.42580
H40 2.74239 -4.03921 -2.82121
H41 1.75449 -3.87197 -1.34281
H42 5.22414 -4.51507 -0.51509
H43 6.53477 -2.14701 0.07490
H44 4.83007 0.68565 -1.83957
H45 6.33595 0.28371 -0.57878
H46 5.88893 2.57793 0.34013
H47 4.26916 3.64418 2.31554
H48 1.98064 3.07976 3.11092
H49 2.43471 1.53878 3.88157
H50 1.20270 1.57238 2.58585
C40 -2.24108 -3.41300 -3.59799
C41 -2.71023 -2.97607 -2.37059
C42 -1.84967 -2.31247 -1.51807
N7 -0.56848 -2.03496 -1.82181
C43 -0.13033 -2.44672 -3.03043
C44 -0.92097 -3.14592 -3.92064
H51 -2.88405 -3.94877 -4.28190
H52 -3.72566 -3.16155 -2.05015
H53 -2.19507 -2.01123 -0.54384
H54 0.89839 -2.22350 -3.27142
H55 -0.49341 -3.46591 -4.85993

The energy above the lowest of the compared OMol25 structures with the same formula, charge and spin is 3.1 kcal per mole. For the HOMO energy, the calculation gives -15.79 eV. Its charge is +3. The value obtained for the HOMO-LUMO gap is 6.24 eV.



# 3
This record from OMol25 describes 7 unconnected molecules or ions with the total composition C44H55N7O3. The level of theory is ωB97M-V/def2-TZVPD.

Geometry (Å):
C1 -1.57854 0.18327 1.49005
C2 -2.06981 1.57270 1.18343
O1 -2.33995 2.37563 2.06239
O2 -2.15993 1.91198 -0.13874
C3 -3.35109 1.36683 -0.77646
C4 -3.23257 1.62192 -2.26437
C5 -3.97902 0.63445 -3.19410
C6 -5.07232 -0.22082 -2.55008
C7 -4.63741 -1.54953 -1.90826
C8 -3.50152 -2.26609 -2.63607
C9 -2.10780 -1.80342 -2.16956
C10 -1.02432 -1.94023 -3.24360
C11 -0.13333 -0.70080 -3.42507
C12 0.24948 0.11865 -2.18009
N1 1.65075 -0.24011 -1.92746
C13 2.26550 -0.32717 -3.16804
O3 3.37700 0.06198 -3.47931
C14 1.24430 -1.01229 -4.07041
H1 -1.52022 0.06260 2.56504
H2 -2.25207 -0.57325 1.09634
H3 -0.59538 0.02008 1.05527
H4 -3.40571 0.31425 -0.52175
H5 -4.19692 1.89308 -0.34134
H6 -3.60480 2.62835 -2.44342
H7 -2.17657 1.64597 -2.52114
H8 -3.24357 0.03225 -3.72069
H9 -4.46282 1.24952 -3.94902
H10 -5.62610 0.37995 -1.82962
H11 -5.79306 -0.46808 -3.32840
H12 -5.49899 -2.21658 -1.90749
H13 -4.37552 -1.44140 -0.85647
H14 -3.60025 -2.13765 -3.71151
H15 -3.59291 -3.33413 -2.44278
H16 -1.85646 -2.37870 -1.28378
H17 -2.19441 -0.75462 -1.90112
H18 -1.50511 -2.12054 -4.20266
H19 -0.39819 -2.81315 -3.06170
H20 -0.64397 -0.06596 -4.14451
H21 0.18588 1.17397 -2.46559
H22 -0.38863 0.02830 -1.30930
H23 2.08341 0.38984 -1.26454
H24 1.32255 -0.54375 -5.04834
H25 1.43829 -2.07399 -4.17708
C15 5.96841 -2.67952 -1.48697
C16 4.63658 -2.30083 -1.53094
C17 3.82240 -2.65483 -0.46356
N2 4.24882 -3.33996 0.59898
C18 5.53154 -3.69196 0.62189
C19 6.43135 -3.38633 -0.38982
H26 6.63689 -2.42398 -2.29973
H27 4.22669 -1.74506 -2.36083
H28 2.77463 -2.37835 -0.45600
H29 5.84751 -4.24783 1.49881
H30 7.46604 -3.69512 -0.31850
C20 7.00672 0.96592 2.33437
C21 6.60353 -0.33660 2.09287
C22 7.56548 -1.33464 2.10547
N3 8.85933 -1.11485 2.33332
C23 9.22945 0.14324 2.56313
C24 8.34842 1.21397 2.57616
H31 6.28755 1.77493 2.33467
H32 5.56728 -0.57966 1.89766
H33 7.29449 -2.36163 1.92556
H34 10.28772 0.29578 2.74491
H35 8.70669 2.21550 2.77045
C25 7.31207 -5.50558 -3.28238
C26 6.01539 -5.90646 -3.00719
C27 5.52032 -7.02145 -3.66717
N4 6.21944 -7.72831 -4.55258
C28 7.46355 -7.32838 -4.80429
C29 8.05594 -6.23031 -4.19891
H36 7.73810 -4.64218 -2.78833
H37 5.40154 -5.36890 -2.29752
H38 4.51118 -7.37138 -3.47961
H39 8.00960 -7.92163 -5.52953
H40 9.07237 -5.95240 -4.44147
C30 -1.45087 1.10787 7.59401
C31 -1.48275 -0.26752 7.42472
C32 -1.83963 -0.76985 6.18298
N5 -2.15981 -0.00463 5.14072
C33 -2.12808 1.31686 5.32071
C34 -1.77889 1.91912 6.52131
H41 -1.17528 1.54427 8.54600
H42 -1.23418 -0.93832 8.23576
H43 -1.87223 -1.83994 6.00806
H44 -2.39208 1.91297 4.45395
H45 -1.76337 2.99534 6.61552
C35 -4.52944 6.50649 8.54352
C36 -4.78221 5.17348 8.26539
C37 -3.71107 4.29529 8.21621
N6 -2.44565 4.66073 8.42152
C38 -2.22150 5.94600 8.68723
C39 -3.22088 6.90403 8.75994
H46 -5.33884 7.22355 8.59003
H47 -5.78805 4.81898 8.08806
H48 -3.86650 3.24379 8.00027
H49 -1.18407 6.21699 8.84927
H50 -2.97683 7.93389 8.98041
C40 -7.76045 4.80317 -5.74777
C41 -6.49762 4.65190 -6.29649
C42 -5.64997 3.70390 -5.74507
N7 -5.98069 2.92978 -4.71352
C43 -7.19747 3.08861 -4.19702
C44 -8.12122 4.00493 -4.67474
H51 -8.45238 5.53177 -6.14978
H52 -6.17435 5.25464 -7.13367
H53 -4.65345 3.55227 -6.14594
H54 -7.43859 2.44575 -3.35690
H55 -9.09658 4.08931 -4.21622

For the HOMO energy, the calculation gives -9.41 eV. The value obtained for the HOMO-LUMO gap is 9.99 eV. Its SMILES is CC(=O)OCCCCCCCC[C@H]1CNC(=O)C1.c1ccncc1.c1ccncc1.c1ccncc1.c1ccncc1.c1ccncc1.c1ccncc1.



# 4
This record from OMol25 describes a molecular structure, C44H56N7O3SSiTi. The level of theory is ωB97M-V/def2-TZVPD.

Geometry (Å):
Ti1 0.07439 -0.24736 -0.82228
C1 -2.14320 -1.70528 5.38220
C2 -1.52281 -1.65862 4.02163
C3 -0.18358 -2.00152 3.83040
C4 0.38609 -2.00325 2.57784
C5 -0.37362 -1.71030 1.43080
N1 0.13257 -1.89433 0.14579
C6 0.87312 -3.04230 -0.01331
C7 0.57552 -4.18217 0.75977
C8 1.39721 -5.28005 0.80107
C9 2.56254 -5.31626 0.03902
C10 3.54862 -6.43220 0.16853
C11 2.78409 -4.27695 -0.84875
C12 1.94785 -3.16063 -0.91959
N2 2.23814 -2.15961 -1.86843
C13 3.04624 -2.31636 -2.93689
C14 3.20830 -1.08547 -3.53266
C15 2.44012 -0.21946 -2.76068
N3 1.84006 -0.88379 -1.77208
C16 -1.70829 -1.31944 1.63968
C17 -2.26505 -1.28151 2.91476
N4 -2.50617 -1.08518 0.50687
C18 -3.77268 -1.49040 0.31126
C19 -4.13366 -1.11289 -0.96504
C20 -3.01130 -0.46189 -1.47312
N5 -2.02826 -0.45871 -0.57041
H1 -1.37977 -1.73588 6.15322
H2 -2.75544 -2.60083 5.48550
H3 -2.78561 -0.84473 5.55532
H4 0.41202 -2.27935 4.68755
H5 1.43377 -2.23867 2.45345
H6 -0.32013 -4.16514 1.36166
H7 1.15052 -6.10216 1.45388
H8 3.45353 -6.92011 1.13446
H9 4.56169 -6.05164 0.06404
H10 3.38604 -7.18020 -0.60608
H11 3.67071 -4.31390 -1.46240
H12 3.44005 -3.26580 -3.23370
H13 3.79179 -0.84857 -4.39923
H14 2.33298 0.84417 -2.88194
H15 -3.29621 -0.98238 3.04137
H16 -4.31737 -2.02723 1.06066
H17 -5.07141 -1.29089 -1.45189
H18 -2.88879 0.00543 -2.43502
C21 -2.69047 2.91687 -0.77366
C22 -2.12918 2.72784 0.63816
C23 -3.12863 1.93744 1.48845
C24 -1.90558 4.09535 1.27410
O1 -0.90502 1.96739 0.54973
Si1 0.45808 2.25751 1.43454
S1 1.68957 0.70834 0.66741
O2 0.98563 3.73960 1.09864
C25 2.07231 4.64074 0.89566
C26 1.90946 5.78198 1.90453
C27 1.95948 5.19944 -0.52827
C28 3.42447 3.95136 1.05486
O3 0.01983 1.99289 2.96808
C29 0.56569 2.29511 4.25207
C30 -0.16397 3.53134 4.78207
C31 2.06602 2.54631 4.17220
C32 0.29508 1.08730 5.14757
H19 -3.73008 3.23142 -0.71321
H20 -2.12057 3.66277 -1.31982
H21 -2.63752 1.98169 -1.32087
H22 -3.98284 2.56516 1.73069
H23 -2.64612 1.60880 2.40637
H24 -3.49305 1.07461 0.93945
H25 -2.83849 4.65260 1.28327
H26 -1.16331 4.65634 0.71546
H27 -1.55347 3.97733 2.29302
H28 0.93423 6.24850 1.78851
H29 2.67664 6.53337 1.74448
H30 1.99804 5.41546 2.92351
H31 0.94362 5.53074 -0.73060
H32 2.24198 4.44321 -1.25568
H33 2.62681 6.04894 -0.64230
H34 3.62615 3.70030 2.09077
H35 4.20800 4.61668 0.70421
H36 3.44928 3.03638 0.46851
H37 -0.07926 4.34590 4.06741
H38 0.26808 3.84987 5.72560
H39 -1.21662 3.30585 4.93393
H40 2.25774 3.48614 3.66864
H41 2.54611 1.74207 3.62086
H42 2.49250 2.59727 5.16910
H43 -0.76301 0.84405 5.13683
H44 0.59978 1.31297 6.16456
H45 0.85679 0.22981 4.78787
C33 -1.03884 -2.88366 -2.83573
N6 -0.60389 -1.50205 -2.66951
C34 -0.67351 -0.69476 -3.67494
C35 -0.38193 0.67078 -3.48900
C36 -0.37453 1.75254 -4.37645
C37 -0.00704 2.86661 -3.63122
C38 0.19861 2.42665 -2.32468
N7 -0.04138 1.11100 -2.22405
C39 -1.07842 -3.36249 -4.26583
C40 -2.24085 -3.27716 -5.02552
C41 -2.24435 -3.67835 -6.35124
C42 -1.08802 -4.17237 -6.93229
C43 0.07884 -4.24504 -6.18822
C44 0.08317 -3.83517 -4.86571
H46 -2.04065 -2.96844 -2.39093
H47 -0.36859 -3.52373 -2.25298
H48 -0.96516 -1.04071 -4.66946
H49 -0.61425 1.71548 -5.41955
H50 0.08949 3.87451 -3.98309
H51 0.49365 3.00204 -1.46223
H52 -3.15399 -2.90680 -4.57913
H53 -3.15224 -3.60150 -6.93215
H54 -1.09897 -4.50233 -7.96129
H55 0.98264 -4.62100 -6.64642
H56 0.99144 -3.89529 -4.28232

The energy above the lowest of the compared OMol25 structures with the same formula, charge and spin is 0.0 kcal per mole. For the HOMO energy, the calculation gives -10.02 eV. Its charge is +1. The value obtained for the HOMO-LUMO gap is 6.71 eV.



Quick rundown of largest force on an atom, same order as above: 4.48 1.31 1.85 1.96 eV/Å